1.
{
  "formula": "C2H15F3HfO6",
  "method": "ωB97M-V with the def2-TZVPD basis set",
  "elements": ["Hf", "F", "F", "F", "C", "C", "O", "H", "H", "H", "H", "H", "O", "H", "H", "O", "H", "H", "O", "H", "H", "O", "H", "H", "O", "H", "H"],
  "positions_angstrom": [[0.455, -0.849, -0.020], [-0.123, -2.579, -1.228], [-0.775, -1.768, 1.491], [1.692, -0.463, 1.774], [-2.508, 2.077, 1.588], [-1.237, 2.189, 0.729], [-0.510, 1.039, 0.709], [-3.237, 1.491, 1.022], [-2.929, 3.043, 1.875], [-2.255, 1.575, 2.521], [-0.741, 3.069, 1.186], [-1.468, 2.567, -0.288], [2.075, 1.037, -0.330], [2.050, 1.778, -0.942], [2.755, 1.241, 0.322], [-1.940, -0.688, -0.737], [-2.651, -1.088, -0.226], [-2.318, 0.096, -1.144], [2.537, -1.400, -1.106], [3.062, -0.660, -1.427], [3.058, -2.192, -1.267], [0.262, 0.102, -2.217], [-0.532, 0.601, -2.432], [0.624, -0.192, -3.059], [1.498, -3.070, 0.801], [0.821, -3.613, 1.218], [2.335, -3.340, 1.187]],
  "atomic_forces_ev_per_a": [[-2.690, -0.680, 5.249], [1.005, 2.131, 0.973], [1.311, 0.817, -2.094], [-0.726, -0.501, -2.512], [0.033, -0.389, -0.492], [-0.293, 0.877, 0.465], [1.509, -1.864, -1.179], [-0.282, -0.038, 0.406], [-0.042, 0.094, -0.350], [0.023, -0.235, -0.129], [0.746, -0.317, -0.089], [-0.348, -0.124, -0.097], [0.631, 0.065, -0.747], [-0.315, 0.064, 0.039], [-0.360, -0.279, 0.502], [-0.167, -0.115, -0.765], [0.317, -0.191, 0.337], [-0.079, 0.163, 0.328], [0.081, 0.274, -0.349], [-0.047, 0.185, 0.258], [-0.444, -0.351, 0.139], [0.213, 0.435, -0.014], [-0.060, 0.020, 0.149], [0.014, -0.418, 0.120], [0.246, -0.233, -0.353], [-0.290, 0.280, -0.054], [0.015, 0.332, 0.260]],
  "total_energy_ha": -884.44211,
  "lumo_energy_ev": -0.575,
  "orbital_gap_ev": 7.4,
  "relative_energy_ev": 0.0957,
  "homo_ev": -7.9,
  "spin_multiplicity": 1
}



2.
{
  "formula": "C6H14O",
  "method": "ωB97M-V with the def2-TZVPD basis set",
  "elements": ["C", "C", "C", "C", "C", "C", "H", "H", "H", "H", "H", "H", "H", "H", "H", "H", "H", "H", "H", "H", "O"],
  "positions_angstrom": [[2.185, -2.006, 0.017], [1.723, -0.692, -0.703], [0.521, -0.393, -0.037], [0.295, 0.605, 0.829], [-1.031, 0.810, 1.550], [-0.710, -1.341, -0.147], [2.752, -2.707, -0.609], [2.783, -1.780, 0.961], [1.247, -2.526, 0.511], [1.668, -0.889, -1.772], [2.532, 0.052, -0.456], [0.909, 1.460, 0.905], [-1.452, 1.864, 1.515], [-1.144, 0.437, 2.566], [-1.825, 0.358, 0.931], [-1.681, -0.799, -0.279], [-0.720, -2.078, -0.939], [-0.902, -1.839, 0.848], [-1.904, 3.510, -1.258], [-1.615, 2.064, -1.443], [-2.318, 2.622, -1.317]],
  "atomic_forces_ev_per_a": [[-0.782, -0.877, 2.148], [3.757, -1.157, 0.328], [-4.895, 1.037, 1.566], [-1.260, 0.319, -0.057], [-1.483, 0.990, -1.271], [-0.735, 0.028, 0.857], [-0.243, 0.159, 0.199], [-0.457, -0.035, -1.381], [1.936, 0.584, -1.435], [-0.207, 0.223, -0.084], [-0.929, -0.381, -0.716], [1.372, 0.467, 0.159], [1.265, -0.776, 0.354], [0.327, -0.097, 0.037], [0.253, -0.110, 0.745], [1.047, -0.194, -0.293], [0.589, -0.292, -0.108], [0.406, 0.148, -1.082], [-0.533, -0.838, -0.041], [2.757, -2.366, -0.468], [-2.185, 3.166, 0.541]],
  "total_energy_ha": -312.17628,
  "lumo_energy_ev": 0.837,
  "orbital_gap_ev": 9.7,
  "relative_energy_ev": 2.1431,
  "homo_ev": -8.9,
  "spin_multiplicity": 1
}



3.
{
  "formula": "C38H56N3O4S2Se2SiTi",
  "method": "ωB97M-V with the def2-TZVPD basis set",
  "elements": ["Ti", "N", "C", "C", "C", "C", "C", "N", "C", "C", "C", "C", "C", "N", "H", "H", "H", "H", "H", "H", "H", "H", "H", "C", "Se", "C", "C", "Se", "C", "H", "H", "H", "H", "H", "H", "H", "H", "H", "H", "C", "C", "C", "C", "O", "Si", "S", "O", "C", "C", "C", "C", "O", "C", "C", "C", "C", "H", "H", "H", "H", "H", "H", "H", "H", "H", "H", "H", "H", "H", "H", "H", "H", "H", "H", "H", "H", "H", "H", "H", "H", "H", "H", "H", "O", "S", "C", "C", "C", "C", "C", "C", "C", "C", "C", "C", "C", "C", "H", "H", "H", "H", "H", "H", "H", "H", "H", "H"],
  "positions_angstrom": [[-0.692, -0.500, -0.257], [-1.471, -3.388, -1.928], [-0.453, -3.525, -1.011], [0.001, -4.822, -0.742], [1.051, -5.000, 0.119], [1.670, -3.879, 0.687], [1.170, -2.650, 0.395], [0.095, -2.457, -0.428], [-2.127, -2.289, -2.446], [-2.911, -2.519, -3.581], [-3.631, -1.493, -4.138], [-3.555, -0.231, -3.550], [-2.767, -0.079, -2.447], [-2.055, -1.083, -1.863], [-1.738, -4.257, -2.361], [-0.484, -5.667, -1.217], [1.400, -6.000, 0.351], [2.518, -3.975, 1.349], [1.616, -1.764, 0.822], [-2.941, -3.515, -4.008], [-4.238, -1.665, -5.019], [-4.094, 0.619, -3.950], [-2.687, 0.883, -1.978], [-2.942, 2.852, -0.683], [-2.113, 1.590, 0.550], [-3.764, 1.000, 1.433], [-4.592, -0.031, 0.695], [-3.805, -1.824, 0.731], [-5.343, -2.736, -0.037], [-3.161, 3.739, -0.097], [-3.857, 2.441, -1.104], [-2.232, 3.101, -1.469], [-4.323, 1.924, 1.559], [-3.454, 0.643, 2.411], [-4.771, 0.251, -0.341], [-5.556, -0.129, 1.191], [-5.529, -2.425, -1.063], [-6.204, -2.523, 0.590], [-5.127, -3.800, 0.001], [1.134, 2.907, -0.121], [1.938, 1.756, 0.449], [2.742, 2.213, 1.662], [2.891, 1.155, -0.568], [0.945, 0.691, 0.864], [0.586, 0.387, 2.497], [-1.011, -0.970, 1.973], [1.836, -0.425, 3.060], [2.323, -1.102, 4.277], [3.481, -1.957, 3.805], [1.193, -1.949, 4.838], [2.800, -0.061, 5.272], [-0.047, 1.708, 3.109], [-0.465, 2.413, 4.326], [0.751, 3.077, 4.943], [-1.125, 1.417, 5.263], [-1.465, 3.459, 3.867], [1.805, 3.694, -0.467], [0.472, 3.323, 0.640], [0.539, 2.570, -0.973], [3.428, 2.992, 1.334], [3.333, 1.394, 2.076], [2.111, 2.637, 2.444], [3.809, 1.742, -0.592], [2.471, 1.152, -1.567], [3.157, 0.133, -0.286], [3.134, -2.735, 3.118], [3.956, -2.444, 4.658], [4.230, -1.344, 3.300], [0.870, -2.699, 4.111], [0.331, -1.327, 5.103], [1.524, -2.464, 5.741], [3.537, 0.602, 4.813], [3.271, -0.554, 6.124], [1.970, 0.532, 5.650], [1.528, 2.350, 5.182], [0.460, 3.579, 5.868], [1.165, 3.831, 4.271], [-0.415, 0.668, 5.616], [-1.952, 0.905, 4.760], [-1.526, 1.933, 6.136], [-1.000, 4.150, 3.160], [-1.819, 4.034, 4.725], [-2.328, 2.985, 3.394], [0.435, -0.073, -1.726], [0.670, -0.739, -3.142], [2.385, -0.545, -3.483], [2.906, 0.544, -4.176], [4.275, 0.590, -4.387], [5.093, -0.433, -3.916], [4.556, -1.516, -3.228], [3.190, -1.583, -3.014], [-0.077, 0.393, -4.287], [-0.501, 1.651, -3.885], [-1.076, 2.489, -4.831], [-1.221, 2.062, -6.145], [-0.792, 0.795, -6.527], [-0.216, -0.055, -5.595], [2.269, 1.336, -4.544], [4.700, 1.425, -4.928], [6.161, -0.391, -4.100], [5.199, -2.313, -2.876], [2.753, -2.430, -2.494], [-0.355, 1.977, -2.865], [-1.399, 3.483, -4.544], [-1.659, 2.724, -6.882], [-0.901, 0.470, -7.554], [0.132, -1.040, -5.890]],
  "atomic_forces_ev_per_a": [[0.014, -0.049, 1.157], [-0.094, 0.106, 0.130], [0.021, 0.173, -0.028], [0.034, -0.206, -0.018], [-0.025, -0.077, -0.008], [0.088, -0.197, -0.045], [-0.059, 0.142, -0.146], [-0.171, -0.327, -0.057], [0.012, -0.089, 0.234], [-0.097, -0.105, -0.130], [-0.025, -0.052, -0.047], [-0.107, 0.030, -0.075], [0.070, -0.110, 0.061], [0.187, 0.055, -0.271], [-0.033, -0.075, -0.044], [0.033, 0.048, 0.046], [-0.008, 0.049, -0.027], [-0.014, -0.005, -0.035], [-0.023, 0.100, 0.054], [0.014, 0.084, 0.013], [0.029, 0.004, 0.057], [0.032, -0.049, 0.025], [0.088, 0.057, 0.024], [0.038, -0.086, -0.044], [-0.317, 0.239, 0.008], [0.008, -0.155, -0.101], [0.139, -0.110, -0.030], [-0.036, -0.033, 0.323], [0.064, 0.075, -0.091], [-0.035, 0.069, -0.016], [-0.019, 0.022, -0.027], [-0.001, 0.010, 0.007], [-0.040, 0.086, 0.024], [0.057, 0.005, 0.077], [-0.048, 0.052, -0.072], [-0.056, 0.070, 0.032], [0.007, 0.009, 0.000], [-0.029, -0.023, -0.021], [-0.006, -0.004, -0.009], [-0.116, -0.049, 0.088], [0.188, 0.109, 0.014], [-0.100, -0.148, 0.099], [0.000, -0.104, 0.036], [-0.243, -0.061, -0.274], [-0.174, -0.158, -0.462], [0.106, 0.012, -0.197], [0.004, 0.162, 0.264], [-0.068, -0.090, -0.032], [0.080, -0.086, -0.029], [-0.079, 0.050, -0.054], [0.001, 0.066, -0.086], [0.242, -0.009, 0.133], [-0.102, -0.002, 0.042], [0.058, 0.018, 0.040], [-0.003, -0.052, -0.033], [-0.012, 0.051, -0.056], [-0.009, -0.030, 0.001], [0.023, 0.037, -0.012], [-0.004, 0.009, -0.043], [-0.004, 0.016, 0.000], [-0.018, 0.069, -0.046], [0.036, -0.003, -0.047], [-0.021, 0.007, 0.005], [0.005, -0.009, -0.002], [0.028, 0.041, -0.007], [0.024, 0.070, 0.058], [-0.033, 0.000, -0.067], [-0.015, -0.025, 0.032], [0.022, 0.036, 0.047], [0.093, -0.089, 0.004], [-0.015, 0.014, -0.039], [-0.040, -0.025, 0.041], [-0.021, -0.001, -0.036], [0.007, -0.069, 0.031], [-0.082, 0.132, -0.038], [0.031, -0.018, -0.046], [-0.019, -0.039, 0.029], [0.023, 0.019, 0.017], [0.047, 0.041, 0.043], [0.020, -0.033, -0.028], [-0.047, -0.039, 0.024], [0.021, -0.024, -0.057], [0.004, 0.022, 0.022], [0.329, 0.450, -0.440], [0.228, 0.198, -0.012], [-0.064, -0.174, 0.053], [0.072, -0.003, 0.051], [-0.012, 0.033, -0.012], [0.023, -0.005, -0.001], [0.043, -0.005, 0.007], [-0.008, 0.019, -0.020], [-0.134, -0.036, 0.095], [0.115, 0.006, -0.118], [-0.008, 0.002, 0.020], [0.003, 0.018, -0.004], [-0.011, 0.008, -0.044], [-0.020, -0.097, 0.044], [0.003, -0.024, -0.005], [0.012, -0.055, 0.020], [-0.079, 0.005, 0.021], [-0.026, 0.050, -0.030], [0.016, 0.021, -0.039], [-0.002, 0.028, 0.043], [0.022, -0.038, -0.025], [0.003, -0.028, 0.035], [0.008, 0.018, 0.036], [-0.041, 0.058, 0.015]],
  "total_energy_ha": -8684.42526,
  "lumo_energy_ev": -9.372,
  "orbital_gap_ev": 6.3,
  "charge": 3,
  "relative_energy_ev": 0.0000,
  "homo_ev": -15.7,
  "spin_multiplicity": 1
}